{"formula": "C57H61BBiCl2N8O2PSi", "method": "ωB97M-V/def2-TZVPD", "fmax_ha_per_bohr": 0.0415, "homo_lumo_gap_ev": 8.179, "de_lowest_kcal_mol": 5.9, "symbols": ["H", "H", "H", "C", "C", "C", "H", "C", "H", "C", "N", "C", "C", "C", "H", "C", "C", "H", "H", "C", "H", "H", "H", "C", "O", "H", "H", "C", "C", "H", "H", "C", "H", "N", "H", "H", "C", "O", "N", "Si", "H", "H", "N", "H", "C", "C", "H", "H", "H", "H", "H", "C", "N", "C", "P", "H", "C", "C", "H", "H", "Cl", "C", "Cl", "C", "H", "H", "C", "H", "H", "H", "H", "C", "C", "H", "H", "H", "N", "C", "C", "H", "C", "C", "C", "H", "H", "C", "C", "H", "H", "C", "C", "H", "H", "H", "C", "C", "C", "C", "H", "C", "C", "C", "H", "B", "H", "C", "Bi", "C", "H", "H", "C", "C", "H", "H", "H", "H", "N", "N", "C", "C", "C", "H", "C", "H", "C", "C", "H", "H", "C", "C", "H", "C", "H", "C"], "positions_angstrom": [[0.779469, 5.578648, 2.254373], [4.368680, -1.539785, -1.973057], [4.732124, -2.030519, -4.375037], [-2.254271, 4.161266, 1.231163], [-0.752719, -3.063348, -2.058787], [-1.277790, -3.023767, 4.099012], [-0.868760, 5.084510, -1.706391], [-3.293424, -3.136423, 2.800353], [0.994838, -2.977036, 0.481142], [-4.014460, 0.019869, -0.784646], [1.521288, 1.308722, 2.826920], [-0.493563, 0.384176, 5.625971], [2.118335, 1.798899, 4.916688], [1.626425, 4.734964, -0.575939], [1.575758, 5.787770, -0.293622], [3.735031, -1.828752, -4.005423], [-1.515814, -3.445301, -0.957348], [-0.687778, -3.325146, 4.953391], [4.697959, -3.772303, 1.847380], [-1.613582, 4.946245, -0.931112], [-0.979323, 1.072554, 3.646416], [2.802950, -2.015340, -5.933067], [1.220575, 1.162522, -2.829095], [-1.622729, -0.936935, -3.701653], [-1.556810, 0.910054, 0.225116], [5.666402, 2.577702, -2.091497], [-3.300306, -1.788502, 1.130441], [-2.547900, 0.986553, 1.029979], [-2.543376, -3.563167, 3.895427], [3.343275, 0.928449, -4.159173], [-4.284021, -3.530370, 2.623735], [-3.870006, 5.257145, -0.167029], [0.886822, 2.649869, -3.711756], [-3.536574, -5.366754, 5.449542], [2.132999, 4.453323, 2.373704], [0.062616, -0.526008, 5.403334], [-2.207952, 0.325231, -3.914290], [-2.497598, 1.229517, 2.233898], [3.778676, -0.654845, 1.733178], [0.510513, 3.739030, 0.602440], [2.074885, 2.011246, 5.969915], [3.067542, 2.480193, -4.961457], [2.667462, -1.257731, 1.268627], [-4.294515, 4.498260, 1.793499], [-2.856971, -1.724016, -5.643431], [-3.392095, -0.464140, -5.845167], [-3.122999, -0.376869, -1.254129], [0.183474, -1.666132, 3.273235], [-0.261847, 3.228129, 5.681887], [4.577585, 2.192899, -4.096384], [-1.541227, 0.119951, 5.771138], [1.372869, -1.581976, -4.403170], [3.971902, 1.526389, 0.472328], [1.042603, 1.530561, 4.063354], [-0.502303, -1.237190, -2.234027], [-4.929611, 1.798031, 1.931534], [-6.386571, 0.301634, -0.723300], [3.242228, 1.709054, 4.131912], [5.000199, 1.078062, 2.366149], [-0.112754, 0.794018, 6.563437], [-7.951605, 0.003967, -1.408106], [2.249192, -1.335144, -2.180361], [-1.912228, 1.650248, -2.852192], [-3.074781, 0.559973, -4.973529], [-7.173374, 1.445396, 0.908971], [0.763507, -5.228060, 1.590780], [2.654847, -1.825503, -4.877332], [0.534412, -1.569358, -5.088547], [-4.873991, 5.628840, -0.326944], [-0.121117, -6.155148, -3.299481], [-3.148474, 5.906956, -2.078201], [1.365119, 2.238424, -2.823062], [-0.224322, -4.058620, -2.879045], [-2.021664, 3.658097, 2.159505], [1.348556, 4.670809, -1.626896], [-1.136549, 3.432834, 4.157451], [2.982470, 1.672797, -0.443667], [-0.807622, -2.099592, 3.177687], [-5.034337, 1.254640, 1.002715], [-3.493385, 1.549288, -5.097268], [4.931638, 2.242597, -1.381758], [1.493163, -4.494358, 1.939045], [1.874408, -3.548246, 0.796056], [4.278481, 1.821738, 4.397485], [3.150988, -5.083201, -0.044385], [-2.735150, -2.183102, 1.966090], [3.504833, 2.001940, -4.084017], [1.568126, -4.945056, -0.829470], [-1.899583, 2.577875, 5.484706], [-5.260451, -0.218623, -1.340930], [4.721814, -1.575823, 2.021489], [0.868183, 2.643980, -1.943221], [2.666466, 4.418375, -0.485158], [5.680685, -1.274984, 2.408934], [1.049355, 4.521286, 2.251667], [2.844511, 2.563258, -2.821258], [-3.892550, 0.756753, 0.386543], [-3.080319, -4.557275, 4.774104], [2.826646, -3.747455, -1.155865], [-0.503032, -5.394690, -2.629971], [1.155475, -1.364177, -3.045179], [-1.752652, -4.782714, -0.678571], [-1.462127, -6.807842, -1.329104], [3.936919, 0.862522, 1.867939], [1.063463, -3.953428, 2.779323], [5.148640, 1.863815, -0.081304], [0.739167, 1.110993, 0.624353], [4.210120, -2.819746, 1.733402], [2.094985, -1.138981, -1.124805], [-2.319658, -5.055227, 0.203338], [-1.259279, 4.317990, 0.264275], [-0.383413, 1.409690, 4.489064], [2.961994, 3.652281, -2.855218], [2.379166, -5.021625, 2.296749], [-1.904512, -2.677852, -0.302635], [-1.596124, -2.948089, -4.441987], [-1.512051, -1.689685, 2.131726], [2.879952, 1.409066, 2.876937], [-0.947704, 2.748071, 4.981248], [2.907612, -2.564347, 1.258881], [3.547454, 2.118188, -1.572867], [6.065161, 1.814566, 0.479834], [-1.991090, -1.952129, -4.587744], [-4.071096, -0.278697, -6.666636], [2.388334, -4.379492, -0.384518], [3.530202, -1.561669, -2.659055], [0.591864, 4.060200, 3.122678], [-3.115757, -2.534284, -6.312337], [-2.901268, 5.413851, -1.146326], [-6.283571, 1.043903, 0.444003], [-5.360137, -0.808231, -2.242227], [-3.543130, 4.625362, 1.024250], [0.419620, -3.808669, -3.711045], [-1.265273, -5.762569, -1.529659]], "atomic_forces_ev_per_a": [[-0.052, 0.013, -0.135], [-0.002, 0.000, 0.022], [0.008, 0.028, -0.006], [0.091, 0.035, 0.061], [-0.088, 0.181, 0.389], [-0.142, -0.074, 0.091], [-0.017, 0.015, -0.032], [0.079, 0.039, 0.122], [0.003, -0.004, 0.029], [0.028, 0.039, 0.000], [0.026, -0.198, 0.283], [0.013, -0.048, -0.125], [0.012, 0.024, -0.039], [-0.059, -0.381, -0.158], [-0.122, -0.002, 0.154], [-0.033, -0.008, 0.018], [0.040, -0.020, -0.054], [0.064, 0.008, -0.038], [0.024, -0.014, 0.008], [0.154, -0.054, -0.039], [-0.092, -0.043, -0.114], [0.038, 0.008, -0.002], [-0.052, -0.146, -0.054], [-0.151, 0.345, 0.248], [0.532, 0.182, 0.153], [-0.001, 0.024, -0.030], [-0.061, -0.045, -0.033], [-0.239, 0.152, 0.036], [0.147, 0.262, -0.343], [0.001, -0.099, 0.004], [-0.017, 0.024, -0.026], [0.015, 0.001, 0.001], [-0.107, 0.006, 0.052], [0.050, 0.037, 0.018], [0.025, -0.076, -0.025], [0.004, -0.026, 0.024], [0.105, -0.505, -0.161], [0.115, 0.100, 0.002], [0.369, -0.245, 0.183], [-0.014, 2.118, 0.265], [-0.022, 0.004, 0.029], [-0.004, -0.031, -0.033], [-0.247, 0.111, -0.078], [0.007, -0.017, 0.015], [0.011, -0.123, -0.114], [-0.078, 0.041, 0.005], [-0.021, 0.031, 0.009], [0.036, -0.065, 0.054], [-0.023, 0.003, 0.039], [0.007, -0.016, -0.031], [-0.017, -0.007, 0.043], [-0.024, 0.079, 0.050], [0.375, 0.197, 0.046], [0.348, -0.004, 0.006], [0.196, -0.510, -0.861], [0.014, 0.030, 0.001], [0.169, 0.042, 0.100], [-0.184, 0.078, 0.103], [0.090, 0.060, 0.037], [0.034, -0.001, 0.007], [-0.106, -0.006, -0.066], [-0.113, 0.085, -0.139], [0.174, 0.265, 0.168], [0.044, 0.058, 0.039], [-0.022, -0.027, -0.001], [-0.004, -0.040, 0.038], [-0.039, 0.026, -0.069], [0.038, -0.028, -0.044], [-0.009, -0.012, -0.023], [0.063, 0.000, 0.027], [0.006, -0.011, -0.010], [0.057, -0.037, 0.069], [0.024, -0.106, 0.073], [-0.026, -0.037, 0.057], [0.022, 0.009, 0.007], [0.026, 0.057, -0.012], [-0.025, 0.028, -0.044], [0.017, 0.010, -0.010], [0.024, -0.073, -0.026], [-0.016, -0.003, 0.006], [-0.024, -0.059, 0.068], [-0.113, 0.115, -0.112], [0.177, -0.156, 0.086], [0.048, -0.037, -0.092], [0.037, -0.010, -0.014], [-0.089, -0.031, 0.124], [0.014, 0.100, 0.111], [0.040, -0.044, 0.031], [-0.010, 0.010, 0.017], [-0.026, -0.070, -0.052], [-0.060, -0.004, -0.036], [-0.173, 0.040, -0.041], [0.022, 0.000, 0.026], [0.027, -0.010, 0.007], [-0.109, -0.456, 0.002], [-0.154, -0.075, -0.077], [-0.004, -0.086, 0.095], [-0.137, -0.227, 0.201], [-0.023, -0.039, -0.034], [-0.052, -0.021, -0.061], [-0.108, 0.188, 0.028], [-0.104, -0.041, 0.049], [0.002, -0.001, 0.004], [-0.315, -0.419, -0.116], [0.001, 0.003, 0.051], [0.002, 0.094, -0.150], [-0.903, -0.945, -0.506], [-0.017, 0.016, -0.016], [0.074, -0.041, 0.048], [-0.036, -0.010, -0.014], [0.052, -0.259, -0.030], [-0.077, 0.089, 0.124], [-0.014, -0.025, 0.037], [-0.013, -0.063, -0.009], [0.045, 0.001, -0.009], [-0.057, 0.046, -0.035], [0.134, 0.067, -0.059], [0.169, 0.277, -0.017], [-0.067, -0.084, -0.171], [0.045, 0.111, 0.029], [0.380, 0.108, 0.098], [-0.030, -0.044, 0.090], [0.044, 0.055, 0.032], [-0.004, -0.003, -0.014], [-0.087, 0.118, 0.003], [0.115, -0.024, 0.061], [-0.002, 0.003, 0.087], [0.012, -0.028, 0.014], [-0.075, 0.039, -0.056], [-0.059, 0.017, -0.015], [-0.008, 0.006, -0.027], [-0.032, 0.021, 0.011], [0.001, 0.060, -0.026], [0.040, 0.014, 0.036]]}

{"formula": "CH3N2OP", "method": "ωB97M-V/def2-TZVPD", "fmax_ha_per_bohr": 0.0733, "homo_lumo_gap_ev": 9.552, "de_lowest_kcal_mol": 68.4, "symbols": ["N", "C", "H", "H", "O", "P", "N", "H"], "positions_angstrom": [[-0.370656, -0.378999, -0.452163], [-1.212110, 0.354617, 0.045753], [-0.783806, -1.270940, -0.545272], [-2.237656, -0.022582, 0.208719], [1.514084, 1.438637, 0.078701], [1.704097, -0.016393, -0.036322], [2.322425, -1.324958, 0.156919], [-0.936378, 1.220617, 0.543667]], "atomic_forces_ev_per_a": [[2.784, -0.968, -0.517], [-3.282, 0.327, 1.828], [0.271, -1.659, -1.119], [0.297, 0.398, -0.250], [0.061, -0.112, -0.125], [-1.354, 1.206, -0.075], [0.732, -1.329, 0.026], [0.490, 2.139, 0.232]]}

{"formula": "C25H46O2P2Y", "method": "ωB97M-V/def2-TZVPD", "total_charge": 1, "fmax_ha_per_bohr": 0.2135, "homo_lumo_gap_ev": [5.312, 5.312], "symbols": ["C", "H", "H", "P", "H", "C", "C", "O", "C", "H", "H", "H", "Y", "H", "H", "H", "C", "H", "H", "C", "H", "C", "C", "C", "H", "C", "C", "C", "C", "H", "C", "H", "C", "C", "H", "H", "H", "H", "H", "H", "C", "H", "H", "H", "H", "C", "H", "C", "H", "C", "H", "H", "C", "C", "H", "H", "C", "H", "C", "H", "H", "H", "H", "C", "H", "H", "P", "H", "O", "H", "H", "H", "H", "H", "H", "H"], "positions_angstrom": [[-2.115423, -0.060450, -0.003195], [-3.116525, -1.363364, 5.852169], [-2.021048, -2.142780, 0.458962], [-1.853591, -1.096933, 3.874582], [-0.544376, -3.605067, -1.731927], [-0.299050, 4.892739, -1.464433], [-2.376463, 1.279881, -2.279316], [0.284252, 0.388666, 1.872720], [1.339895, -2.632935, -1.156402], [-0.539068, 4.725609, -0.408263], [-2.166935, -2.462360, -3.572562], [-1.809123, 0.175126, 1.036433], [-0.064457, -0.553617, -0.791007], [1.457979, 5.986870, -3.254726], [4.777163, -0.233444, -0.743697], [-3.186868, -2.870849, 4.892708], [2.245822, -1.566537, -1.472099], [1.567092, 4.453534, -4.202524], [-0.225494, -2.490132, 4.987593], [1.859551, 4.976492, -3.275099], [-0.380262, -3.980732, 0.467206], [0.470557, -3.400035, -2.115448], [1.397871, -2.822282, 0.260576], [-2.368074, -1.554081, -2.981904], [0.345337, -0.824466, 4.899325], [2.884161, -1.975755, 2.196595], [-0.533732, -1.450380, 5.078368], [2.226646, 4.517644, -0.499423], [-1.089696, -0.735884, -2.985191], [-2.629373, 1.993923, -0.274456], [3.878433, -0.071934, -0.128912], [-3.200473, 0.956941, -2.925518], [2.385257, -0.895675, -2.791585], [2.928229, -1.192885, -0.269689], [-0.910590, -1.274467, 6.087387], [-2.835461, 1.138251, 3.656139], [2.956945, 4.957745, -3.228972], [-2.847237, -3.056251, -1.533669], [2.327362, -1.192711, 2.735232], [0.925868, -4.384411, -2.308977], [-2.065569, 0.706232, 4.311702], [0.026971, -2.998599, 1.887741], [2.545368, -1.652302, -3.572185], [-4.218071, -1.502998, 4.444152], [3.438988, 0.893254, -0.439885], [-2.767603, 1.059600, -0.819272], [-1.105339, 1.226736, 4.123744], [-2.850831, -1.958315, -1.577035], [-0.269879, -1.136058, -3.597520], [-1.084522, 0.581948, -2.624407], [-2.370095, 0.796087, 5.370043], [-1.160347, 4.540149, -2.052800], [0.931101, 1.330455, 1.285058], [2.440498, -2.014460, 0.781477], [-3.844451, 0.854296, -0.796203], [3.060126, 3.814509, -0.374872], [0.453845, -3.622348, 1.085739], [-2.312038, 2.354252, -2.477950], [-3.233958, -1.775805, 4.849320], [-3.167611, -1.073622, -3.547481], [0.383521, -2.909894, -3.092152], [-0.080390, 5.947325, -1.669113], [0.939419, -4.492345, 1.552077], [-2.139456, -1.416956, -0.348411], [3.238942, -0.217125, -2.783477], [3.957287, -1.758917, 2.309696], [1.202118, 3.967117, -1.911966], [-0.280303, 1.229583, -2.919833], [1.065809, 1.368892, -0.002963], [2.604936, 5.534019, -0.689842], [4.200884, 0.039977, 0.915991], [1.639374, 4.481578, 0.417668], [-3.897303, -1.651064, -1.522198], [2.674976, -2.937682, 2.693204], [1.494540, -0.304944, -3.081330], [1.403965, 2.144419, 1.916286]], "atomic_forces_ev_per_a": [[-3.790, -2.087, 0.584], [-0.337, -0.170, 0.143], [0.715, 0.202, 0.049], [0.067, 0.703, -0.344], [0.233, 0.084, -0.075], [-0.467, 0.063, -0.263], [0.062, 0.089, -0.022], [1.180, 1.755, -1.657], [-0.754, 0.820, 0.410], [0.080, 0.156, -0.185], [0.026, 0.215, 0.377], [0.169, -0.136, -0.561], [10.437, -0.190, 3.403], [0.227, 0.168, -0.128], [-0.132, 0.088, 0.205], [0.046, 0.221, 0.020], [-0.030, -0.031, 0.902], [0.129, 0.530, 0.190], [0.050, -0.103, 0.107], [0.084, -0.571, -0.507], [0.158, -0.128, 0.215], [0.324, -0.495, -0.141], [-0.084, 0.507, -0.442], [0.957, -0.687, -0.470], [-0.142, -0.050, -0.038], [-0.127, -0.009, 0.638], [0.360, -0.149, -0.019], [0.529, -0.107, -0.151], [-1.628, 1.752, -2.499], [0.084, -0.122, 0.092], [0.716, 0.610, -0.022], [0.356, -0.332, -0.012], [0.294, -0.292, -0.400], [-1.378, -0.635, -0.389], [0.144, 0.016, 0.058], [0.148, 0.041, 0.308], [-0.282, 0.189, -0.053], [-0.006, 0.365, 0.193], [0.154, -0.198, 0.041], [-0.259, 0.148, -0.014], [0.122, -0.252, -0.281], [0.107, -0.256, -0.091], [-0.063, 0.342, -0.074], [0.290, 0.006, 0.084], [0.121, -0.403, 0.110], [-0.156, 0.134, 0.948], [-0.566, -0.256, 0.153], [-0.245, -0.523, -0.020], [0.024, 0.193, 0.819], [-2.093, -0.560, -3.362], [0.169, 0.129, -0.448], [0.220, 0.393, 0.054], [-0.856, -1.574, 0.223], [-0.411, 0.574, -1.001], [0.045, -0.072, 0.198], [-0.026, 0.327, -0.026], [-0.154, -0.486, 0.279], [0.362, -0.195, 0.175], [-0.402, -0.186, 0.063], [0.135, 0.437, 0.176], [0.085, -0.213, 0.208], [-0.517, -0.032, 0.278], [-0.232, 0.132, -0.076], [-3.834, 1.756, 1.159], [-0.126, 0.020, -0.120], [-0.362, -0.108, -0.145], [-0.024, -1.024, 0.269], [0.962, 0.157, 0.398], [-0.805, -0.232, 1.169], [-0.078, -0.284, 0.317], [-0.040, -0.017, -0.321], [0.021, 0.119, -0.016], [-0.079, -0.017, 0.311], [0.116, 0.372, -0.113], [0.362, 0.098, -0.101], [-0.385, -0.729, -0.741]]}